Entry 1:
The following is a quantum chemistry calculation of a molecular structure, C19H41BBrF2N4OPdSi in a non-equilibrium geometry, from the OMol25 dataset.

```
71
Properties=species:S:1:pos:R:3
Pd -0.1859 -0.3724 -0.4272
N 1.9080 -0.1598 1.1045
C 2.6518 -0.5151 0.0425
N 3.9651 -0.9189 0.3030
O 2.2617 -0.4782 -1.1106
H 2.1698 -0.4473 2.0334
H 0.8689 -0.1719 0.8725
H 4.4135 -0.5995 1.1455
H 4.5483 -0.9133 -0.5204
C -2.0393 6.6557 -0.3442
C -1.7950 5.1467 -0.2599
C -2.7051 4.5678 0.8252
C -2.2730 4.5071 -1.5654
Si 0.0883 4.7090 0.0938
Br 0.0552 2.4118 0.1780
C 0.7391 5.2762 1.8743
C -0.1675 4.7218 2.9763
C 0.8149 6.7948 2.0480
C 2.1320 4.7035 2.1516
C 1.3299 5.1405 -1.3806
C 0.8223 4.5528 -2.7004
C 2.7023 4.4988 -1.1540
C 1.5339 6.6448 -1.5799
H -3.0910 6.8528 -0.5588
H -1.4465 7.1098 -1.1361
H -1.7921 7.1494 0.5936
H -3.7465 4.7133 0.5409
H -2.5600 5.0492 1.7844
H -2.5401 3.5017 0.9350
H -3.3522 4.6277 -1.6546
H -2.0604 3.4436 -1.5777
H -1.8240 4.9677 -2.4372
H -1.1162 5.2450 3.0105
H 0.3087 4.8519 3.9488
H -0.3545 3.6638 2.8276
H -0.1607 7.2568 1.9239
H 1.4996 7.2440 1.3334
H 1.1725 7.0361 3.0508
H 2.1531 3.6367 1.9551
H 2.3968 4.8646 3.1979
H 2.8918 5.1892 1.5488
H 0.5664 3.5040 -2.5872
H 1.6007 4.6282 -3.4614
H -0.0430 5.0897 -3.0729
H 2.5999 3.4325 -0.9789
H 3.2299 4.9429 -0.3175
H 3.3229 4.6371 -2.0412
H 0.5912 7.1507 -1.7712
H 2.1864 6.8225 -2.4362
H 1.9978 7.1015 -0.7093
F -3.0077 0.5788 -0.3837
B -2.1201 -0.3214 -0.9393
F -2.8834 -0.9808 -1.8812
N -0.0759 -2.3418 1.1063
C -0.2148 -3.4426 0.7590
N -0.3338 -4.6122 0.1612
C -0.7946 -5.7794 0.8693
C -2.2084 -6.2007 0.4330
C -2.3624 -6.1687 -1.1003
C -1.0210 -5.9348 -1.7898
C -0.4078 -4.6293 -1.2978
H -0.7886 -5.5625 1.9418
H -0.0995 -6.6146 0.6937
H -2.9371 -5.5315 0.8910
H -2.4024 -7.2024 0.8270
H -3.0333 -5.3586 -1.3871
H -2.8006 -7.1030 -1.4586
H -1.1544 -5.8686 -2.8706
H -0.3545 -6.7807 -1.5974
H -1.0060 -3.7727 -1.6326
H 0.6055 -4.5068 -1.7009
```

The net charge is -1. The value obtained for the highest occupied orbital energy is -1.644 eV. The value obtained for the largest force on an atom is 2.41 eV/A. The lowest unoccupied orbital energy is 2.69 eV. The value obtained for the total energy is -4258.9540 Eh.



Entry 2:
The following is a quantum chemistry calculation of a molecular structure, C13H19BrIIrN3O6S2, from the OMol25 dataset.

```
46
Properties=species:S:1:pos:R:3
Ir -0.2187 -0.7605 -0.1470
O -2.1568 -0.8201 -1.2612
S -1.9159 -2.2974 -1.3272
O -2.8214 -3.1307 -2.0081
O -1.6406 -2.5780 0.1229
S 0.0485 -2.1578 -1.9868
N 4.4338 0.8554 -0.6124
C 4.1856 -0.6016 -0.3519
C 2.7331 -0.9331 -0.6409
N 1.7789 -0.1007 0.1496
C 2.0715 1.3427 -0.0731
C 3.5180 1.6888 0.2366
H 4.2616 1.0624 -1.6012
H 5.4118 1.0949 -0.4325
H 4.4479 -0.7784 0.6916
H 4.8510 -1.1858 -0.9848
H 2.5569 -1.9797 -0.4164
H 2.4987 -0.7659 -1.6948
H 1.8899 -0.3103 1.1444
H 1.4236 1.9406 0.5628
H 1.8138 1.5828 -1.1030
H 3.7910 1.4944 1.2742
H 3.7075 2.7373 0.0145
N 0.2337 -4.3705 1.7611
C 0.1592 -3.0625 1.8199
O 0.8520 -2.3404 1.0554
C -0.7287 -2.4687 2.8865
I -0.9713 -0.3737 2.6471
H 0.7966 -4.8055 1.0441
H -0.3010 -4.9668 2.3746
H -0.2675 -2.6041 3.8635
H -1.7201 -2.9136 2.8759
Br -3.9086 2.1786 -3.6575
C -3.6805 2.3645 -1.8042
C -4.7803 2.8376 -1.0960
C -4.7325 2.9866 0.2785
C -3.5723 2.6629 0.9745
C -2.4873 2.1854 0.2713
C -2.5136 2.0221 -1.1176
C -1.3211 1.5253 -1.8098
O -1.0470 1.5774 -2.9620
O -0.3136 0.9559 -0.9651
H -5.6796 3.0894 -1.6397
H -5.6011 3.3594 0.8041
H -3.5214 2.7947 2.0466
H -1.5633 1.9669 0.7936
```

The net charge is +2. The multiplicity is 2. The value obtained for the highest occupied orbital energy (spin up / spin down) is -13.333 / -13.332 eV. The value obtained for the largest force on an atom is 0.96 eV/A. The lowest unoccupied orbital energy (spin up / spin down) is -7.37 / -8.05 eV. The value obtained for the total energy is -4894.2733 Eh.



Result set for energy above the lowest of the compared OMol25 structures with the same formula, charge and spin: 42.0, 74.3 kcal per mole, one per record in the order listed.